1.
C48H47CdGeN8S2 as an isolated structure, computed with ωB97M-V/def2-TZVPD.

Last column: Löwdin charge in e.
Element x y z (Å)
Cd  -0.74  -0.94  -0.72  1.049
S  1.03  -2.65  -1.07  0.356
C  2.29  -1.41  -0.84  -0.737
N  3.41  -1.79  -0.05  -0.149
C  4.47  -0.84  0.18  -0.154
C  4.54  0.14  -0.97  -0.162
N  3.26  0.77  -1.10  -0.165
C  3.26  2.11  -1.63  -0.181
C  3.77  3.12  -0.62  -0.216
C  4.77  4.03  -0.94  -0.057
C  5.25  4.93  0.01  -0.103
C  4.74  4.91  1.30  -0.111
C  3.74  4.00  1.63  -0.090
C  3.26  3.11  0.68  -0.040
C  2.19  -0.14  -1.34  -0.738
S  0.76  0.48  -2.19  0.477
C  3.62  -3.11  0.48  -0.196
C  4.67  -3.89  -0.30  -0.203
C  4.42  -4.23  -1.63  -0.029
C  5.38  -4.90  -2.37  -0.090
C  6.61  -5.24  -1.80  -0.115
C  6.86  -4.90  -0.48  -0.105
C  5.90  -4.22  0.26  -0.061
H  5.42  -1.38  0.28  0.114
H  4.31  -0.27  1.11  0.123
H  4.83  -0.39  -1.89  0.132
H  5.30  0.90  -0.76  0.121
H  2.23  2.35  -1.90  0.035
H  3.86  2.19  -2.55  0.123
H  5.19  4.03  -1.94  0.105
H  6.04  5.62  -0.25  0.093
H  5.12  5.60  2.04  0.091
H  3.32  3.99  2.63  0.099
H  2.49  2.40  0.93  0.125
H  2.67  -3.64  0.45  0.046
H  3.93  -3.04  1.53  0.118
H  3.47  -3.96  -2.07  0.090
H  5.18  -5.16  -3.40  0.097
H  7.35  -5.77  -2.38  0.091
H  7.81  -5.15  -0.03  0.092
H  6.09  -3.96  1.30  0.105
N  -6.82  -0.21  4.89  0.111
C  -6.05  -0.14  4.04  -0.226
C  -5.10  -0.05  2.97  -0.266
C  -4.22  1.04  2.85  -0.019
C  -3.31  1.11  1.84  -0.070
N  -3.24  0.15  0.82  -0.219
C  -4.06  -0.97  1.00  -0.115
C  -4.96  -1.06  2.01  -0.053
H  -4.24  1.83  3.59  0.122
H  -2.56  1.88  1.78  0.084
H  -3.98  -1.70  0.21  0.109
H  -5.60  -1.94  2.05  0.116
C  -2.54  0.29  -0.32  -0.381
Ge  -2.24  2.11  -0.97  0.901
C  -4.09  2.86  -0.78  -0.249
C  -5.16  2.01  -1.10  -0.113
C  -6.48  2.41  -0.94  -0.094
C  -6.77  3.67  -0.45  -0.108
C  -5.73  4.54  -0.15  -0.101
C  -4.41  4.14  -0.32  -0.105
C  -2.06  1.99  -2.91  -0.319
C  -1.78  3.11  -3.70  -0.113
C  -1.80  3.04  -5.08  -0.094
C  -2.11  1.84  -5.72  -0.103
C  -2.41  0.72  -4.95  -0.091
C  -2.39  0.80  -3.57  -0.151
C  -1.05  3.50  -0.26  -0.262
C  0.02  3.94  -1.03  -0.128
C  0.81  5.01  -0.63  -0.087
C  0.54  5.66  0.57  -0.098
C  -0.50  5.21  1.37  -0.092
C  -1.29  4.14  0.96  -0.133
H  -4.95  1.01  -1.49  0.095
H  -7.28  1.72  -1.18  0.096
H  -7.79  3.99  -0.31  0.093
H  -5.94  5.54  0.22  0.094
H  -3.61  4.84  -0.10  0.086
H  -1.56  4.06  -3.22  0.094
H  -1.57  3.92  -5.67  0.095
H  -2.13  1.79  -6.80  0.093
H  -2.65  -0.21  -5.44  0.098
H  -2.62  -0.08  -2.98  0.064
H  0.26  3.42  -1.96  0.062
H  1.64  5.33  -1.25  0.106
H  1.14  6.50  0.88  0.099
H  -0.71  5.70  2.32  0.096
H  -2.11  3.82  1.60  0.083
C  -0.37  -6.61  2.24  -0.073
C  -1.73  -6.19  2.79  -0.416
C  -2.73  -5.95  1.67  -0.078
C  -1.60  -4.98  3.72  -0.116
N  -1.06  -3.81  3.05  -0.111
C  -1.67  -2.90  2.29  -0.169
N  -0.78  -2.03  1.88  -0.022
N  0.40  -2.42  2.43  -0.016
N  0.24  -3.48  3.14  0.059
H  -0.46  -7.51  1.63  0.078
H  0.35  -6.81  3.04  0.079
H  0.05  -5.82  1.60  0.078
H  -2.11  -7.00  3.43  0.132
H  -2.36  -5.19  0.97  0.076
H  -3.70  -5.62  2.05  0.078
H  -2.89  -6.86  1.10  0.079
H  -0.91  -5.21  4.54  0.124
H  -2.57  -4.72  4.15  0.127
H  -2.73  -2.89  2.07  0.109

Calculated values
Total charge: -1
Highest occupied orbital energy: -0.1081 Ha
LUMO energy: 1.97 eV
F_max: 0.80 eV/A

---

2.
A 10-piece molecular cluster, C48H47Cl6N7O14 overall in a non-equilibrium geometry, computed with ωB97M-V/def2-TZVPD.

Last column: Löwdin charge in e.
Element x y z (Å)
Cl  0.64  -4.19  -2.92  0.612
C  2.11  -3.25  -3.37  -0.636
C  3.41  -3.65  -2.74  -0.620
Cl  3.33  -3.34  -0.98  0.591
H  1.87  -2.20  -3.20  0.039
H  2.15  -3.35  -4.46  0.074
H  4.20  -3.07  -3.22  0.069
H  3.70  -4.69  -2.87  0.074
Cl  3.16  0.95  9.17  0.573
C  2.83  2.40  8.24  -0.687
C  3.73  2.54  7.03  -0.653
Cl  3.52  1.16  5.95  0.601
H  2.99  3.24  8.93  0.073
H  1.77  2.46  8.00  0.070
H  4.78  2.60  7.31  0.069
H  3.58  3.47  6.47  0.056
Cl  5.43  2.23  2.33  0.629
C  6.76  3.09  3.16  -0.594
C  6.81  2.65  4.63  -0.690
Cl  7.22  0.95  4.85  0.576
H  6.54  4.15  3.19  0.067
H  7.66  2.82  2.62  0.071
H  5.90  2.99  5.13  0.042
H  7.63  3.19  5.10  0.071
C  -3.73  -2.45  -2.91  -0.088
C  -4.67  -2.42  -3.93  -0.067
C  -4.53  -3.25  -5.04  -0.002
C  -3.45  -4.08  -5.13  -0.146
C  -2.52  -4.15  -4.10  -0.014
C  -2.67  -3.36  -2.96  -0.081
N  -3.28  -4.97  -6.28  -0.357
O  -4.06  -4.87  -7.21  0.087
O  -2.37  -5.77  -6.25  0.081
H  -3.95  -1.87  -2.02  0.085
H  -5.52  -1.76  -3.87  0.088
H  -5.23  -3.16  -5.86  0.126
H  -1.67  -4.81  -4.14  0.070
H  -1.92  -3.41  -2.18  0.064
C  -4.70  -3.80  0.32  -0.067
C  -3.82  -2.93  0.94  -0.067
C  -3.88  -2.63  2.30  0.014
C  -4.85  -3.30  3.05  -0.136
C  -5.79  -4.14  2.45  0.004
C  -5.66  -4.40  1.11  -0.076
N  -4.95  -2.97  4.47  -0.369
O  -5.99  -3.27  5.01  0.079
O  -4.06  -2.35  5.01  0.088
H  -4.69  -4.00  -0.74  0.099
H  -3.11  -2.40  0.30  0.083
H  -3.20  -1.89  2.68  0.108
H  -6.54  -4.65  3.04  0.121
H  -6.25  -5.15  0.59  0.114
C  5.51  0.58  -2.22  -0.070
C  5.15  0.69  -0.88  -0.091
C  5.58  -0.30  -0.02  -0.037
C  6.27  -1.43  -0.46  -0.167
C  6.54  -1.56  -1.81  -0.017
C  6.14  -0.56  -2.69  -0.074
N  6.63  -2.44  0.51  -0.363
O  7.22  -3.42  0.10  0.079
O  6.42  -2.22  1.68  0.091
H  5.02  1.25  -2.91  0.110
H  4.61  1.56  -0.53  0.094
H  5.38  -0.08  1.02  0.059
H  6.99  -2.48  -2.17  0.121
H  6.39  -0.73  -3.73  0.109
C  2.41  3.71  3.91  -0.106
C  1.19  3.71  4.58  -0.061
C  0.81  4.83  5.30  -0.001
C  1.62  5.96  5.33  -0.157
C  2.82  5.97  4.65  0.000
C  3.22  4.84  3.93  -0.068
N  1.20  7.12  6.10  -0.366
O  0.59  6.99  7.13  0.099
O  1.56  8.19  5.64  0.084
H  2.81  2.81  3.47  0.045
H  0.61  2.79  4.54  0.103
H  -0.12  4.78  5.84  0.125
H  3.54  6.77  4.73  0.122
H  4.13  4.83  3.35  0.086
C  -0.86  0.82  -4.71  -0.057
C  -0.76  1.91  -5.58  -0.039
C  -1.88  2.17  -6.37  -0.006
C  -3.00  1.35  -6.34  -0.156
C  -3.04  0.27  -5.49  -0.018
C  -1.99  0.01  -4.65  -0.051
N  -4.06  1.56  -7.32  -0.333
O  -3.78  2.14  -8.37  0.076
O  -5.17  1.09  -7.09  0.059
H  -0.03  0.52  -4.08  0.093
H  0.09  2.57  -5.61  0.106
H  -1.84  2.90  -7.18  0.118
H  -3.87  -0.43  -5.49  0.102
H  -2.00  -0.88  -4.03  0.093
C  -6.88  -0.05  -2.37  -0.069
C  -6.44  -0.33  -1.08  -0.057
C  -5.21  0.14  -0.66  -0.019
C  -4.43  0.92  -1.49  -0.150
C  -4.90  1.26  -2.74  -0.007
C  -6.07  0.72  -3.21  -0.071
N  -3.13  1.43  -1.04  -0.328
O  -2.77  1.08  0.07  0.059
O  -2.43  2.05  -1.82  0.087
H  -7.85  -0.42  -2.68  0.112
H  -7.12  -0.82  -0.38  0.112
H  -4.86  -0.19  0.31  0.112
H  -4.26  1.89  -3.36  0.120
H  -6.36  0.85  -4.25  0.112
C  1.45  0.40  2.78  -0.071
C  2.25  0.43  1.64  -0.046
C  1.69  -0.01  0.45  -0.001
C  0.39  -0.45  0.36  -0.123
C  -0.41  -0.34  1.49  -0.007
C  0.12  0.01  2.73  -0.040
N  -0.17  -0.86  -0.93  -0.304
O  -1.35  -1.14  -0.96  0.056
O  0.55  -0.81  -1.91  0.054
H  1.92  0.77  3.68  0.052
H  3.28  0.75  1.61  0.048
H  2.34  0.01  -0.43  0.105
H  -1.47  -0.55  1.51  0.094
H  -0.56  0.17  3.55  0.114

Calculated values
Highest occupied orbital energy: -0.3710 Ha
Relative energy (zero: lowest compared OMol25 entry of this formula, charge and spin): 15.6 kcal per mole
LUMO energy: -0.95 eV
F_max: 1.90 eV/A
SMILES string: O=[N+]([O-])c1ccccc1.O=[N+]([O-])c1ccccc1.O=[N+]([O-])c1ccccc1.O=[N+]([O-])c1ccccc1.O=[N+]([O-])c1ccccc1.O=[N+]([O-])c1ccccc1.O=[N+]([O-])c1ccccc1.ClCCCl.ClCCCl.ClCCCl

---

3.
C48H47FN4O3P2Y as an isolated structure, computed with ωB97M-V/def2-TZVPD.

Last column: Löwdin charge in e.
Element x y z (Å)
Y  -0.27  0.66  -2.16  1.509
C  -3.52  0.98  0.12  -0.259
N  -4.05  0.28  -1.03  -0.199
C  -3.71  -1.12  -1.16  -0.284
P  -2.25  -1.40  -2.27  1.031
C  -2.11  -3.17  -2.56  -0.399
C  -3.22  -3.92  -2.94  -0.085
C  -3.10  -5.28  -3.17  -0.047
C  -1.86  -5.89  -3.02  -0.044
C  -0.75  -5.15  -2.64  -0.060
C  -0.87  -3.79  -2.41  -0.100
C  -2.45  -0.58  -3.89  -0.402
C  -2.47  0.84  -3.89  -0.224
C  -2.45  1.55  -5.08  -0.044
C  -2.36  0.87  -6.29  -0.034
C  -2.33  -0.52  -6.29  -0.025
C  -2.37  -1.24  -5.11  -0.051
C  -5.02  0.85  -1.88  -0.237
C  -5.58  0.11  -2.92  -0.041
C  -6.50  0.68  -3.78  -0.062
C  -6.88  2.00  -3.63  -0.073
C  -6.32  2.75  -2.61  -0.060
C  -5.39  2.19  -1.74  -0.028
P  -1.94  1.93  -0.23  1.044
C  -2.46  3.61  -0.60  -0.408
C  -3.11  4.38  0.37  -0.096
C  -3.59  5.64  0.06  -0.045
C  -3.43  6.14  -1.22  -0.042
C  -2.79  5.39  -2.19  -0.050
C  -2.30  4.13  -1.89  -0.101
C  -1.02  2.00  1.34  -0.364
C  -0.90  0.86  2.13  -0.104
C  -0.12  0.89  3.27  -0.081
C  0.56  2.05  3.62  -0.069
C  0.46  3.18  2.82  -0.056
C  -0.32  3.16  1.68  -0.079
H  -3.30  0.26  0.91  0.082
H  -4.26  1.67  0.53  0.105
H  -4.57  -1.72  -1.46  0.093
H  -3.38  -1.50  -0.19  0.099
H  -4.19  -3.44  -3.07  0.110
H  -3.96  -5.86  -3.46  0.120
H  -1.76  -6.95  -3.20  0.120
H  0.22  -5.63  -2.53  0.113
H  -0.01  -3.21  -2.10  0.092
H  -2.72  1.37  -2.97  0.054
H  -2.52  2.63  -5.07  0.119
H  -2.34  1.41  -7.22  0.124
H  -2.29  -1.05  -7.23  0.125
H  -2.34  -2.33  -5.13  0.113
H  -5.30  -0.92  -3.10  0.091
H  -6.93  0.08  -4.57  0.115
H  -7.61  2.45  -4.30  0.113
H  -6.61  3.78  -2.47  0.114
H  -4.98  2.82  -0.97  0.084
H  -3.23  3.99  1.38  0.120
H  -4.09  6.22  0.82  0.120
H  -3.81  7.13  -1.46  0.120
H  -2.66  5.80  -3.19  0.117
H  -1.81  3.56  -2.67  0.082
H  -1.42  -0.06  1.87  0.099
H  -0.06  0.01  3.90  0.108
H  1.16  2.08  4.52  0.109
H  0.99  4.08  3.09  0.116
H  -0.40  4.04  1.06  0.114
C  7.00  0.55  0.70  -0.044
C  5.89  1.42  1.27  -0.162
N  4.55  0.95  0.86  -0.007
C  3.96  1.55  -0.18  0.070
C  2.74  1.15  -0.66  -0.021
C  1.93  1.70  -1.79  -0.608
O  0.99  2.50  -1.52  -0.045
O  1.88  1.00  -2.85  -0.034
C  2.03  0.09  -0.06  -0.256
O  0.88  -0.27  -0.51  -0.152
C  2.66  -0.54  1.06  -0.044
C  2.02  -1.61  1.72  0.092
C  2.63  -2.22  2.77  -0.188
F  2.03  -3.24  3.40  0.096
C  3.92  -1.81  3.22  -0.133
C  4.54  -0.76  2.59  0.077
C  3.93  -0.11  1.50  -0.090
N  4.49  -2.54  4.30  -0.089
C  3.76  -2.41  5.57  -0.114
C  4.55  -3.08  6.69  -0.074
N  5.26  -4.27  6.11  0.076
C  6.33  -3.84  5.13  -0.057
C  5.93  -2.52  4.48  -0.142
H  7.96  0.93  1.04  0.095
H  6.99  0.56  -0.39  0.091
H  6.91  -0.49  1.03  0.071
H  5.98  2.44  0.91  0.130
H  5.91  1.47  2.36  0.123
H  4.50  2.37  -0.63  0.165
H  1.05  -1.93  1.38  0.143
H  5.51  -0.45  2.94  0.107
H  2.79  -2.90  5.44  0.126
H  3.58  -1.37  5.85  0.146
H  3.90  -3.41  7.50  0.147
H  5.32  -2.43  7.10  0.141
H  4.58  -4.87  5.63  0.189
H  5.67  -4.83  6.86  0.192
H  6.42  -4.64  4.39  0.142
H  7.27  -3.76  5.68  0.144
H  6.42  -2.46  3.51  0.137
H  6.28  -1.66  5.07  0.139

Calculated values
Total charge: +3
Highest occupied orbital energy: -0.4979 Ha
Relative energy (zero: lowest compared OMol25 entry of this formula, charge and spin): 0.0 kcal per mole
LUMO energy: -7.31 eV
F_max: 0.40 eV/A

---

4.
A 9-piece molecular cluster, C48H48N6 overall in a non-equilibrium geometry, computed with ωB97M-V/def2-TZVPD.

Last column: Löwdin charge in e.
Element x y z (Å)
C  3.08  1.20  -5.53  -0.102
C  3.90  2.28  -5.29  -0.082
C  3.39  3.43  -4.71  -0.081
C  2.04  3.53  -4.38  -0.080
C  1.30  2.38  -4.49  -0.121
C  1.80  1.31  -5.12  -0.135
H  3.45  0.23  -5.85  0.098
H  4.98  2.28  -5.53  0.112
H  4.07  4.19  -4.43  0.086
H  1.63  4.39  -3.92  0.094
H  0.29  2.40  -4.15  0.088
H  1.23  0.37  -5.18  0.119
C  -1.18  1.01  5.94  -0.110
C  -2.31  1.39  5.24  -0.105
C  -2.22  2.45  4.34  -0.107
C  -0.99  2.99  4.04  -0.118
C  0.17  2.49  4.66  -0.108
C  0.08  1.44  5.56  -0.102
H  -1.26  0.24  6.79  0.133
H  -3.25  1.00  5.46  0.081
H  -3.21  2.94  4.02  0.135
H  -0.88  3.82  3.35  0.100
H  1.08  2.93  4.29  0.079
H  1.10  1.07  5.94  0.129
C  0.47  -0.31  0.54  -0.109
C  0.46  0.92  1.11  -0.088
C  0.76  2.04  0.31  -0.091
C  1.23  1.85  -0.94  -0.129
C  1.39  0.61  -1.50  -0.046
C  1.06  -0.56  -0.71  -0.036
H  0.09  -1.14  1.05  0.069
H  -0.03  1.12  2.07  0.083
H  0.71  3.04  0.74  0.101
H  1.46  2.73  -1.47  0.083
H  1.67  0.56  -2.52  0.067
H  1.12  -1.57  -1.09  0.064
N  5.93  1.87  1.91  0.056
C  5.62  3.06  1.37  -0.130
C  4.67  3.84  2.02  -0.100
C  3.99  3.39  3.10  -0.079
C  4.32  2.12  3.57  -0.092
C  5.26  1.41  2.95  -0.195
H  6.12  3.35  0.41  0.122
H  4.47  4.82  1.62  0.099
H  3.27  3.98  3.63  0.091
H  3.81  1.72  4.48  0.115
H  5.47  0.40  3.29  0.111
N  -1.04  -4.61  5.84  0.053
C  0.16  -4.49  5.24  -0.168
C  0.47  -3.39  4.46  -0.095
C  -0.48  -2.40  4.22  -0.088
C  -1.72  -2.50  4.83  -0.078
C  -1.94  -3.64  5.60  -0.148
H  0.84  -5.34  5.45  0.112
H  1.43  -3.44  3.91  0.113
H  -0.31  -1.52  3.59  0.098
H  -2.50  -1.74  4.70  0.105
H  -2.88  -3.77  6.10  0.091
N  -0.73  -3.48  -1.05  0.043
C  0.14  -4.41  -0.71  -0.181
C  0.22  -5.01  0.55  -0.046
C  -0.83  -4.67  1.43  -0.089
C  -1.79  -3.76  1.09  -0.081
C  -1.70  -3.13  -0.17  -0.122
H  0.74  -4.75  -1.56  0.103
H  0.96  -5.76  0.79  0.097
H  -0.78  -5.17  2.44  0.117
H  -2.57  -3.46  1.75  0.085
H  -2.35  -2.29  -0.44  0.097
N  0.74  -3.51  -6.15  0.061
C  0.30  -3.32  -4.86  -0.104
C  1.10  -2.66  -3.94  -0.084
C  2.39  -2.29  -4.28  -0.108
C  2.83  -2.61  -5.53  -0.103
C  1.98  -3.23  -6.43  -0.190
H  -0.70  -3.55  -4.58  0.092
H  0.68  -2.40  -2.91  0.082
H  3.00  -1.75  -3.60  0.098
H  3.87  -2.34  -5.86  0.118
H  2.39  -3.49  -7.40  0.104
N  -4.05  -0.99  1.26  0.068
C  -5.11  -0.88  0.44  -0.143
C  -5.32  0.25  -0.30  -0.077
C  -4.50  1.36  -0.11  -0.085
C  -3.48  1.26  0.77  -0.105
C  -3.26  0.09  1.38  -0.171
H  -5.78  -1.72  0.44  0.103
H  -6.23  0.37  -0.90  0.114
H  -4.75  2.29  -0.61  0.110
H  -2.81  2.09  0.99  0.110
H  -2.29  -0.07  1.91  0.108
N  -3.40  0.14  -3.08  0.067
C  -4.35  0.90  -3.58  -0.166
C  -4.27  2.26  -3.77  -0.083
C  -3.13  2.90  -3.34  -0.076
C  -2.23  2.09  -2.62  -0.077
C  -2.33  0.69  -2.55  -0.138
H  -5.22  0.40  -3.83  0.081
H  -5.07  2.83  -4.19  0.097
H  -2.96  3.95  -3.66  0.121
H  -1.37  2.59  -2.16  0.089
H  -1.63  0.06  -2.02  0.099

Calculated values
Highest occupied orbital energy: -0.3401 Ha
Relative energy (zero: lowest compared OMol25 entry of this formula, charge and spin): 10.8 kcal per mole
LUMO energy: 0.43 eV
F_max: 4.03 eV/A
SMILES string: c1ccccc1.c1ccccc1.c1ccccc1.c1ccncc1.c1ccncc1.c1ccncc1.c1ccncc1.c1ccncc1.c1ccncc1

---

Q: What is the formula in the second record?
A: C48H47Cl6N7O14

---

Q: Among the records above, which one has the highest F_max?
A: C48H48N6

---

Q: What is the F_max in the fourth record?
A: 4.03 eV/A